96
Properties=species:S:1:pos:R:3:mulliken_charge:R:1 method="wB97M-V/def2-TZVPD" energy_ha=-3191.5157 charge=+3 fmax_ev_per_a=0.91 lumo_energy_ev=-8.0
Ca 0.919 0.049 -0.393 1.93
P 2.566 -1.890 0.779 0.65
N -0.249 -1.432 -1.937 0.79
N -0.912 -0.899 0.640 0.95
N 0.478 1.161 1.736 0.68
N 1.334 2.983 -3.923 -0.02
N -5.220 3.331 -0.939 -0.13
N -1.779 -3.153 -3.480 -0.54
N -2.856 1.699 -0.520 0.16
N -0.089 2.099 4.280 -0.55
N -4.843 -5.332 4.534 -0.54
N 1.206 1.701 -2.117 -0.31
C -4.703 -5.502 3.222 -0.50
C -1.485 -1.975 0.078 0.04
C -2.003 -3.000 -2.179 -0.41
C -2.468 -2.646 2.169 0.73
C -0.427 0.541 2.510 -0.23
C 2.429 -3.401 -1.451 -0.99
C 0.752 -5.409 -0.564 -0.99
C -1.887 -1.506 2.723 -0.94
C 3.631 3.996 -3.501 -1.04
C 2.521 3.199 -3.233 0.48
C 1.081 -2.471 4.648 -0.85
C -3.277 -3.589 2.993 0.96
C 0.815 2.693 3.514 -0.73
C 4.394 -2.161 0.825 -1.22
C 1.100 2.224 2.240 -0.69
C 1.970 -3.366 -0.127 1.17
C -1.109 -0.669 1.946 0.27
C -1.241 -2.151 -1.389 -0.08
C -2.247 -2.864 0.808 -1.21
C 0.609 2.094 -3.223 -0.92
C -4.197 -4.309 5.086 -0.49
C 1.216 -5.430 -1.870 -0.58
C -4.203 1.160 -0.346 -0.52
C 1.687 -1.409 5.296 -0.77
C -2.845 3.144 -0.304 -0.74
C 3.480 2.343 -1.185 -0.41
C 2.524 -0.556 4.581 -0.80
C -3.939 -4.668 2.418 -0.58
C 1.127 -4.388 0.304 -0.28
C -5.257 1.843 -1.208 -0.83
C -3.841 3.903 -1.171 -0.83
C 2.430 2.393 -2.107 0.62
C 1.297 -2.690 3.289 -0.21
C 2.735 -0.774 3.231 -0.99
C 4.657 3.942 -2.583 -0.53
C -0.769 -2.472 -4.004 -0.77
C 2.132 -1.848 2.560 1.31
C 4.587 3.122 -1.440 -1.00
C -0.697 1.028 3.781 -0.29
C 2.068 -4.425 -2.311 -0.81
C -3.410 -3.421 4.367 -0.61
C -0.006 -1.607 -3.234 -0.65
H 0.936 -6.237 -2.534 0.45
H -2.642 -3.744 0.325 0.47
H 0.817 -1.049 -3.667 0.51
H 0.452 -3.157 5.202 0.52
H -1.848 3.546 -0.476 0.41
H 4.935 -1.320 0.397 0.33
H -4.210 0.094 -0.570 0.21
H -2.015 -1.289 3.771 0.37
H 4.637 -3.058 0.260 0.51
H -5.911 3.814 -1.518 0.36
H -5.229 -6.343 2.787 0.41
H -5.493 3.502 0.033 0.39
H -5.055 1.717 -2.271 0.36
H 1.320 3.563 3.915 0.50
H 0.768 -4.433 1.317 0.36
H 1.077 3.386 -4.810 0.23
H 3.449 1.709 -0.303 0.41
H -3.893 -4.884 1.360 0.40
H 2.460 -4.447 -3.320 0.49
H 4.711 -2.297 1.857 0.42
H -2.830 -3.563 -1.765 0.55
H 3.103 -2.628 -1.812 0.46
H 0.812 -3.537 2.834 0.38
H -1.431 0.557 4.422 0.55
H 5.543 4.539 -2.746 0.42
H 3.017 0.267 5.081 0.52
H -2.510 1.473 -1.448 0.09
H -2.916 -2.626 4.907 0.35
H 3.694 4.621 -4.381 0.44
H -3.632 3.780 -2.234 0.35
H -4.313 -4.187 6.156 0.40
H 1.531 -1.253 6.355 0.47
H -3.876 4.966 -0.937 0.43
H -6.265 1.490 -0.996 0.44
H -4.476 1.268 0.708 0.42
H -3.086 3.324 0.749 0.41
H 0.113 -6.206 -0.204 0.50
H 5.426 3.104 -0.757 0.46
H -0.349 1.739 -3.572 0.61
H 1.839 2.716 1.618 0.57
H 3.405 -0.108 2.693 0.41
H -0.565 -2.611 -5.059 0.49

---

107
Properties=species:S:1:pos:R:3:mulliken_charge:R:1 method="wB97M-V/def2-TZVPD" energy_ha=-6503.7024 charge=+2 fmax_ev_per_a=1.78 lumo_energy_ev=-6.8
Se -0.304 2.086 -1.397 -0.17
Ti -1.215 -1.361 0.396 0.10
S -0.750 -1.122 -1.887 -0.33
S -2.618 -2.441 2.335 1.37
O -1.311 -1.746 2.567 -0.32
O -3.758 -1.599 2.496 -0.59
O -2.413 -2.894 0.890 -0.18
N 4.149 -0.270 -0.529 -0.27
N -1.802 0.601 1.155 1.32
N -3.416 2.154 1.354 -0.79
N -2.323 2.465 2.089 0.23
N 0.840 -0.650 0.852 3.08
N -5.939 -0.378 -1.055 -0.53
N -3.270 -0.899 -0.476 1.13
N 2.451 2.496 -1.972 2.08
N 1.755 3.836 -0.388 1.19
N -0.047 -3.245 0.011 0.68
N 3.347 0.327 1.537 -0.66
C 2.622 2.515 -4.462 -0.75
C -2.227 -5.076 5.271 -0.95
C -2.108 -3.920 4.519 -0.46
C 1.235 4.626 -3.937 -0.53
C -3.568 -6.088 3.551 -0.88
C -0.247 -6.003 -0.357 -1.12
C -1.762 -4.718 -3.499 -0.91
C -3.469 -4.950 2.777 -0.68
C -1.591 -3.335 -3.295 -0.52
C -1.378 1.553 1.974 -0.71
C 3.114 -0.199 0.341 -0.10
C 1.073 6.050 0.648 -1.18
C -4.009 -1.767 -1.176 -0.32
C 1.827 -0.639 -0.026 -1.07
C 0.473 -4.082 0.903 1.03
C -1.030 -2.854 -2.136 0.15
C -2.734 -3.875 3.279 0.43
C 2.414 1.690 -3.196 -0.92
C -1.350 -5.607 -2.546 -0.84
C 5.793 3.963 -1.303 -1.01
C 2.344 0.284 2.413 -1.15
C -3.882 0.201 -0.052 -0.07
C -3.077 -7.419 5.630 -1.50
C -0.109 7.121 -1.330 -1.39
C -0.601 -3.763 -1.141 0.09
C 4.889 3.149 -1.959 -1.03
C 1.214 -3.560 2.100 -1.18
C 0.379 -5.479 0.730 -1.23
C -5.334 -1.499 -1.453 -0.67
C -2.948 -6.171 4.801 0.87
C 1.108 -0.232 2.107 -1.55
C 4.053 4.870 0.133 -0.99
C 3.564 3.221 -1.551 0.14
C 1.367 2.863 -1.249 -1.55
C -3.060 1.027 0.813 0.36
C 5.377 4.809 -0.268 -0.70
C 0.776 4.572 0.431 -0.51
C -5.205 0.476 -0.358 -0.59
C 1.232 6.845 -0.653 0.16
C 1.459 3.422 -4.861 -0.76
C -0.748 -5.140 -1.358 0.64
C 3.138 4.066 -0.541 0.96
H -1.753 -5.127 6.243 0.39
H 2.816 1.798 -5.263 0.51
H 1.882 6.309 -1.348 -0.04
H -0.412 1.630 2.438 0.51
H 3.188 0.922 -3.120 0.29
H 0.716 5.427 -4.464 0.55
H 1.662 3.783 -5.870 0.41
H -0.769 7.693 -0.673 0.40
H 0.809 -6.120 1.486 0.56
H -2.297 -7.479 6.387 0.38
H 0.344 -0.356 2.856 1.09
H -1.550 -3.070 4.893 0.51
H 0.025 7.699 -2.246 0.38
H 0.542 2.826 -4.923 0.28
H -1.465 -6.674 -2.692 0.48
H 1.440 1.204 -3.207 0.15
H -4.143 -6.930 3.185 0.44
H -4.040 -7.435 6.144 0.31
H 5.061 0.008 -0.207 0.29
H 6.106 5.431 0.233 0.46
H 0.575 -2.974 2.755 0.02
H -3.953 -4.893 1.811 0.49
H 1.624 -4.389 2.671 0.59
H 5.200 2.488 -2.758 0.49
H 2.187 5.035 -3.581 0.13
H -5.928 -2.217 -2.005 0.44
H -1.902 -2.632 -4.061 0.57
H -2.207 -5.071 -4.420 0.45
H -2.308 3.315 2.633 0.24
H 2.537 0.683 3.402 0.48
H 3.526 3.122 -4.359 0.30
H 6.838 3.942 -1.588 0.49
H 1.917 6.191 1.319 0.34
H 0.664 4.051 1.388 -0.09
H -0.338 -7.076 -0.482 0.49
H 3.764 5.523 0.939 0.40
H -3.026 -8.310 5.006 0.39
H -5.663 1.398 -0.020 0.54
H 0.203 6.437 1.186 0.51
H 1.736 7.786 -0.430 0.39
H 0.623 4.370 -3.069 -0.09
H -3.533 -2.670 -1.522 0.30
H -0.624 6.195 -1.604 0.24
H 2.041 -2.927 1.776 0.11
H 4.072 -0.765 -1.398 0.23
H 1.603 -0.935 -1.040 0.29
H -0.172 4.478 -0.092 0.54

---

In eV, the HOMO-LUMO gap values for the records above are, in order, 7.230; 5.116.
In eV, the relative energy (zero: lowest compared OMol25 entry of this formula, charge and spin) values for the records above are, in order, 0.962; 1.185.